(1)
Here is a 3-piece molecular cluster, C30H49F3IN4O6 overall in a non-equilibrium geometry from the Open Molecules 2025 dataset. Energies are from ωB97M-V/def2-TZVPD.

The value obtained for the HOMO energy is -11.631 eV. For the LUMO energy, the calculation gives -3.412 eV. The molecular weight comes out at 745.642 Da. The calculation puts the HOMO-LUMO gap at 8.22 eV. Its total energy is -66395.3156 eV.

Geometry as ORCA input:
```
! RIJCOSX wB97M-V def2-TZVPD def2/J DEFGRID3
* xyz 1 1
C 1.161 -1.660 2.864
C 2.410 -2.452 2.367
C 3.528 -1.520 1.832
C 3.131 -0.667 0.609
C 3.001 -1.470 -0.716
C 1.496 -1.859 -0.914
C 1.167 -2.273 -2.371
C -0.178 -1.675 -2.875
C -1.428 -2.303 -2.152
C -1.929 -1.279 -1.120
C -3.221 -1.742 -0.345
N -4.012 -0.568 0.021
C -4.884 0.267 -0.559
N -5.296 0.257 -1.834
I -4.768 -0.925 -3.390
N -5.381 1.208 0.261
C -4.740 0.963 1.413
C -4.977 1.839 2.607
C -4.278 3.242 2.436
O -3.215 3.248 1.482
C -1.956 3.230 2.038
O -1.598 3.913 2.922
C -0.959 2.267 1.365
C -0.077 3.143 0.431
N -3.943 -0.066 1.291
C -3.131 -0.500 2.426
C -3.836 -1.541 3.339
C -3.283 -1.600 4.740
F -4.143 -2.004 5.682
C -2.054 -1.346 5.123
F -1.243 -0.494 4.562
F -1.554 -1.927 6.171
H 1.021 -1.821 3.940
H 1.269 -0.580 2.687
H 0.234 -1.971 2.350
H 2.820 -2.958 3.256
H 2.104 -3.224 1.650
H 3.787 -0.843 2.665
H 4.430 -2.119 1.637
H 3.922 0.107 0.495
H 2.204 -0.115 0.837
H 3.254 -0.764 -1.524
H 3.649 -2.355 -0.733
H 1.330 -2.734 -0.265
H 0.918 -0.982 -0.593
H 1.952 -1.849 -3.020
H 1.122 -3.360 -2.527
H -0.271 -1.695 -3.969
H -0.137 -0.610 -2.595
H -1.160 -3.274 -1.709
H -2.159 -2.505 -2.950
H -2.059 -0.273 -1.539
H -1.156 -1.162 -0.341
H -3.785 -2.474 -0.935
H -2.843 -2.301 0.519
H -5.984 0.965 -2.052
H -6.034 2.009 2.825
H -4.456 1.360 3.450
H -3.988 3.650 3.413
H -5.033 3.940 2.044
H -1.493 1.477 0.824
H -0.294 1.880 2.149
H 0.703 2.556 -0.073
H -0.720 3.557 -0.355
H 0.379 3.981 0.970
H -2.808 0.363 3.008
H -2.226 -0.984 2.029
H -4.921 -1.361 3.394
H -3.715 -2.538 2.881
O -1.545 2.574 -2.226
C -1.224 3.131 -3.244
O -0.041 2.924 -3.856
C 0.091 3.815 -4.981
C -1.330 4.203 -5.346
C -2.027 4.173 -3.991
H 0.692 4.673 -4.674
H 0.601 3.301 -5.793
H -1.397 5.162 -5.857
H -1.766 3.444 -5.999
H -1.943 5.127 -3.467
H -3.069 3.876 -4.075
O 6.094 0.021 0.260
C 6.771 -0.851 -0.202
O 6.285 -1.825 -1.014
C 7.323 -2.777 -1.308
C 8.625 -2.033 -1.072
C 8.247 -1.072 0.048
H 7.207 -3.634 -0.640
H 7.221 -3.117 -2.336
H 9.458 -2.690 -0.830
H 8.895 -1.466 -1.966
H 8.374 -1.524 1.034
H 8.796 -0.136 -0.015
*
```

Mulliken atomic charge list, values in e, 4 entries: -0.58 -0.72 -0.88 -0.09


(2)
Here is one molecule with the formula C8H22SSi2 in a non-equilibrium geometry from the Open Molecules 2025 dataset. Energies are from ωB97M-V/def2-TZVPD.

The value obtained for the HOMO energy is -8.123 eV. For the LUMO energy, the calculation gives 0.679 eV. The molecular weight comes out at 206.503 Da. The calculation puts the HOMO-LUMO gap at 8.80 eV. Its total energy is -35243.2646 eV. Its structure (SMILES) is C[Si](C)(C)CSC[Si](C)(C)C.

Geometry as ORCA input:
```
! RIJCOSX wB97M-V def2-TZVPD def2/J DEFGRID3
* xyz 0 1
S -0.030 0.308 1.802
C 3.103 -0.735 -0.044
C 4.005 1.744 -0.409
C 1.528 0.815 -2.231
C -2.925 -1.964 -0.936
C -3.116 -1.422 1.997
C -3.369 0.937 0.206
C 1.250 1.231 1.062
C -0.618 -0.510 0.400
Si 2.345 0.913 -0.450
Si -2.557 -0.655 0.293
H 3.146 -0.895 1.025
H 2.412 -1.444 -0.389
H 4.097 -0.939 -0.418
H 4.858 1.227 -0.875
H 3.930 2.780 -0.812
H 4.204 1.813 0.653
H 1.116 -0.142 -2.485
H 2.352 0.991 -2.841
H 0.875 1.548 -2.552
H -2.359 -2.826 -0.604
H -4.065 -2.110 -0.947
H -2.498 -1.671 -1.897
H -2.169 -1.881 2.397
H -3.297 -0.624 2.721
H -3.984 -2.076 2.147
H -4.474 0.637 0.042
H -2.963 1.512 -0.533
H -3.196 1.452 1.197
H 0.884 2.264 0.996
H 2.145 1.308 1.758
H -0.341 -0.029 -0.571
H -0.288 -1.557 0.296
*
```

Mulliken atomic charge list, values in e, 4 entries: -0.13 -1.22 -1.13 -1.42